# C54H93N9

A 6-piece molecular cluster, C54H93N9 overall in a non-equilibrium geometry (ωB97M-V/def2-TZVPD, OMol25).

Geometry (Å):
C1 12.5339 14.0615 18.1213
N1 12.4294 14.7690 19.3894
C2 12.7252 14.0725 20.5300
C3 12.4722 14.6812 21.7248
C4 11.9683 15.9674 21.8066
C5 11.6714 16.6543 20.6375
C6 11.8843 16.0078 19.4008
C7 11.5054 16.4762 23.1724
C8 10.9510 15.6106 24.1691
C9 10.4581 16.2293 25.2889
N2 10.4772 17.5652 25.4553
C10 11.1208 18.3396 24.5868
C11 11.6613 17.8239 23.4665
C12 9.8524 18.1837 26.6064
H1 11.6513 14.2515 17.4847
H2 12.6317 12.9855 18.2516
H3 13.4241 14.4649 17.6354
H4 12.9733 13.0468 20.4323
H5 12.5809 14.1011 22.6116
H6 11.2195 17.6093 20.6303
H7 11.6190 16.4397 18.4455
H8 10.8384 14.5406 24.0066
H9 10.0502 15.6551 26.1227
H10 11.1457 19.3961 24.7807
H11 12.1279 18.5013 22.7755
H12 9.3090 17.4448 27.1724
H13 9.1792 18.9809 26.3080
H14 10.6102 18.6175 27.2425
C13 18.5109 17.3919 15.6657
N3 18.7040 16.0139 15.1659
C14 18.5554 15.8054 13.8555
C15 18.7396 14.5704 13.2717
C16 19.0472 13.4671 14.0332
C17 19.2506 13.7204 15.4182
C18 19.0907 14.9737 15.9601
C19 19.1832 12.1365 13.3619
C20 18.2473 11.7884 12.3829
C21 18.5365 10.6092 11.6733
N4 19.6049 9.8348 11.8623
C22 20.4688 10.1968 12.8895
C23 20.2733 11.3073 13.6608
C24 19.9135 8.6216 11.0894
H15 17.9507 17.3507 16.5889
H16 18.0235 18.0013 14.9156
H17 19.5119 17.8097 15.8802
H18 18.3866 16.7065 13.2528
H19 18.6151 14.4984 12.2029
H20 19.5909 12.9438 16.0772
H21 19.3488 15.1530 16.9876
H22 17.3490 12.3539 12.1018
H23 17.9543 10.3650 10.7950
H24 21.3559 9.6030 13.0104
H25 21.0508 11.5523 14.3883
H26 20.0910 7.7747 11.7817
H27 20.8668 8.8580 10.6064
H28 19.1527 8.4333 10.3511
C25 13.4859 17.6677 32.0081
C26 12.3384 17.0310 31.3563
N5 12.8160 16.2131 30.1595
C27 12.6345 14.8491 29.9547
C28 13.2766 14.5415 28.7732
N6 13.8393 15.7609 28.2516
C29 13.5186 16.6961 29.1343
C30 14.6534 15.9511 27.0680
H29 13.9269 18.4969 31.4650
H30 14.2869 16.9273 32.1629
H31 13.1898 18.1362 32.9547
H32 11.6072 17.7137 30.9306
H33 11.8086 16.3135 32.0082
H34 12.1186 14.1787 30.6357
H35 13.4335 13.6237 28.2297
H36 13.8144 17.7436 29.0869
H37 15.4696 15.2622 26.9650
H38 15.0681 16.9673 27.0560
H39 13.9984 15.7673 26.2011
C31 24.3662 13.7358 31.2028
C32 23.2127 13.9730 30.1183
C33 23.8458 13.8713 28.7884
N7 22.7853 13.8275 27.7139
C34 21.7731 14.9298 27.8541
C35 22.0665 12.5159 27.8452
C36 21.4339 12.4032 26.4744
C37 22.4625 12.9559 25.5039
C38 23.4681 13.7172 26.3500
H40 24.7659 12.7156 31.1945
H41 23.8547 13.9424 32.1312
H42 25.2058 14.4132 31.1098
H43 22.8085 15.0038 30.2442
H44 22.4240 13.2445 30.2532
H45 24.3307 12.9046 28.6857
H46 24.5630 14.6731 28.6410
H47 22.3027 15.8621 28.0384
H48 21.2033 14.7576 28.7549
H49 21.2131 14.9938 26.9374
H50 21.2984 12.5244 28.5903
H51 22.7940 11.7761 28.1292
H52 20.5190 12.9606 26.3906
H53 21.1919 11.3793 26.2053
H54 21.9802 13.6050 24.7875
H55 22.9700 12.1423 24.9968
H56 23.7074 14.7093 25.9587
H57 24.4023 13.1856 26.3886
C39 18.0952 8.7316 23.9487
C40 17.3658 9.9123 23.3224
C41 18.2210 11.1565 23.5177
N8 17.6437 12.4495 22.9958
C42 16.2718 12.6207 23.4893
C43 17.5925 12.4903 21.5015
C44 19.0450 12.8507 21.0550
C45 19.6553 13.5663 22.2961
C46 18.5555 13.5425 23.3834
H58 17.3823 7.9398 24.1789
H59 18.5162 9.0071 24.9193
H60 18.8776 8.3322 23.2972
H61 16.4155 10.0693 23.8409
H62 17.0647 9.7472 22.2930
H63 19.2130 10.9636 23.0715
H64 18.3686 11.2424 24.5877
H65 15.6661 11.7798 23.1882
H66 15.8746 13.5679 23.1162
H67 16.2831 12.5776 24.5792
H68 16.8604 13.2633 21.2115
H69 17.2630 11.5290 21.1516
H70 18.9833 13.4715 20.1869
H71 19.6184 11.9743 20.9122
H72 19.9010 14.5926 22.0488
H73 20.5500 13.0466 22.6325
H74 17.9740 14.4493 23.3709
H75 19.0686 13.4584 24.3575
C47 23.5944 11.7838 20.9677
C48 24.0227 10.9544 19.7096
C49 25.3031 10.2701 20.1291
N9 25.8892 9.4728 18.9861
C50 25.8119 10.1553 17.6842
C51 25.2220 8.1264 18.8715
C52 26.2907 7.2931 18.0652
C53 27.6445 8.0069 18.4213
C54 27.3116 9.1627 19.3540
H76 24.4130 12.4694 21.2023
H77 23.4052 11.1016 21.7857
H78 22.6702 12.3644 20.8001
H79 24.1636 11.6789 18.8997
H80 23.2700 10.2164 19.4471
H81 25.2215 9.6266 21.0139
H82 26.0252 11.0668 20.4015
H83 26.1542 9.4632 16.9388
H84 26.3888 11.0830 17.7188
H85 24.7775 10.2970 17.4548
H86 24.2945 8.2710 18.3008
H87 25.0515 7.8169 19.8772
H88 26.2025 7.2318 16.9721
H89 26.2522 6.2583 18.4190
H90 28.0819 8.4099 17.5357
H91 28.4073 7.3704 18.7882
H92 28.0074 9.9997 19.2797
H93 27.3243 8.8105 20.3759

The molecular weight is 868.4 g mol⁻¹. The orbital gap comes out at 7.22 eV. As for the net charge: +8. For the total energy, the calculation gives -2602.848838 a.u.

Atomic partial charges in e from the Mulliken method, atoms 1 to 99: atom 1 (C): -0.936, atom 2 (N): 0.075, atom 3 (C): -0.377, atom 4 (C): -0.754, atom 5 (C): 0.786, atom 6 (C): -0.683, atom 7 (C): -0.379, atom 8 (C): 0.928, atom 9 (C): -0.742, atom 10 (C): -0.264, atom 11 (N): 0.033, atom 12 (C): -0.592, atom 13 (C): -0.517, atom 14 (C): -0.910, atom 15 (H): 0.381, atom 16 (H): 0.324, atom 17 (H): 0.368, atom 18 (H): 0.507, atom 19 (H): 0.393, atom 20 (H): 0.603, atom 21 (H): 0.496, atom 22 (H): 0.593, atom 23 (H): 0.432, atom 24 (H): 0.552, atom 25 (H): 0.558, atom 26 (H): 0.301, atom 27 (H): 0.395, atom 28 (H): 0.422, atom 29 (C): -0.821, atom 30 (N): 0.038, atom 31 (C): -0.142, atom 32 (C): -0.803, atom 33 (C): 0.819, atom 34 (C): -0.713, atom 35 (C): -0.426, atom 36 (C): 0.814, atom 37 (C): -0.673, atom 38 (C): -0.149, atom 39 (N): -0.005, atom 40 (C): -0.548, atom 41 (C): -0.643, atom 42 (C): -0.756, atom 43 (H): 0.335, atom 44 (H): 0.318, atom 45 (H): 0.376, atom 46 (H): 0.399, atom 47 (H): 0.602, atom 48 (H): 0.485, atom 49 (H): 0.595, atom 50 (H): 0.526, atom 51 (H): 0.407, atom 52 (H): 0.489, atom 53 (H): 0.453, atom 54 (H): 0.338, atom 55 (H): 0.394, atom 56 (H): 0.288, atom 57 (C): -1.160, atom 58 (C): -0.265, atom 59 (N): 0.099, atom 60 (C): -0.393, atom 61 (C): -0.495, atom 62 (N): 0.196, atom 63 (C): -0.088, atom 64 (C): -0.857, atom 65 (H): 0.375, atom 66 (H): 0.353, atom 67 (H): 0.382, atom 68 (H): 0.254, atom 69 (H): 0.331, atom 70 (H): 0.469, atom 71 (H): 0.471, atom 72 (H): 0.383, atom 73 (H): 0.407, atom 74 (H): 0.323, atom 75 (H): 0.226, atom 76 (C): -1.339, atom 77 (C): -0.214, atom 78 (C): -0.828, atom 79 (N): 0.138, atom 80 (C): -0.999, atom 81 (C): -0.970, atom 82 (C): -0.409, atom 83 (C): -0.177, atom 84 (C): -0.803, atom 85 (H): 0.375, atom 86 (H): 0.387, atom 87 (H): 0.393, atom 88 (H): 0.321, atom 89 (H): 0.296, atom 90 (H): 0.353, atom 91 (H): 0.500, atom 92 (H): 0.411, atom 93 (H): 0.397, atom 94 (H): 0.353, atom 95 (H): 0.505, atom 96 (H): 0.415, atom 97 (H): 0.202, atom 98 (H): 0.548, atom 99 (H): 0.065